Entry 1:
A structure of composition C23H19BeN7O2S, computed with ωB97M-V/def2-TZVPD.

Geometry as XYZ:
```
53
Properties=species:S:1:pos:R:3:forces:R:3:nbo_charge:R:1
S 1.011 1.381 2.749 -0.04 0.20 -0.09 -0.417
O 5.240 5.254 0.178 -0.01 -0.05 0.09 -0.485
O -0.078 0.400 -1.932 0.25 -0.01 0.01 -0.918
N -0.805 2.366 0.994 0.07 0.22 -0.18 -0.447
N -0.957 1.117 0.574 -0.27 -0.34 -0.01 -0.353
N 5.072 0.499 -4.087 0.03 0.03 0.25 -0.115
N -0.975 -1.333 -0.169 -0.17 0.19 0.01 -0.615
N 5.951 1.270 -3.670 -0.24 0.11 0.07 -0.137
N 0.610 3.871 1.894 0.11 -0.05 0.18 -0.793
N 1.847 -0.037 -0.361 0.07 0.07 -0.16 -0.627
C 2.792 -0.212 0.539 -0.09 -0.16 -0.07 0.112
C -2.002 -3.422 -0.631 -0.05 -0.01 0.03 -0.270
C -3.254 -2.837 -0.490 -0.02 -0.01 -0.01 -0.130
C 3.541 0.236 -2.100 0.12 -0.14 0.08 -0.028
C -0.887 -2.624 -0.472 0.15 0.07 0.02 0.089
C 4.526 0.016 -1.109 0.00 -0.02 -0.02 -0.122
C 4.152 -0.190 0.190 0.00 -0.03 0.04 -0.263
C 1.351 0.513 -3.873 0.03 0.05 -0.09 -0.291
C -2.189 -0.761 -0.010 0.07 0.12 0.09 0.199
C -3.353 -1.494 -0.177 -0.11 -0.04 -0.01 -0.234
C 3.764 0.448 -3.489 -0.04 -0.10 -0.11 -0.004
C 6.612 3.511 -0.806 0.01 -0.06 -0.01 -0.302
C 5.687 2.272 -2.663 0.03 0.05 -0.13 0.080
C 6.727 2.538 -1.792 0.07 -0.03 0.06 -0.209
C 2.684 0.508 -4.332 -0.03 0.05 -0.06 -0.173
C 2.214 0.195 -1.662 -0.09 0.01 0.21 0.085
C 5.449 4.267 -0.729 0.07 0.04 0.00 0.311
C 0.247 2.565 1.799 -0.09 -0.12 -0.02 0.268
C 6.196 5.401 1.215 -0.03 0.01 -0.08 -0.254
C 4.531 3.057 -2.597 0.05 0.07 -0.07 -0.224
C 1.095 0.393 -2.526 -0.19 -0.01 0.14 0.344
C -2.145 0.643 0.398 0.12 -0.18 0.07 -0.021
C 4.419 4.048 -1.646 -0.03 -0.01 -0.01 -0.238
Be 0.091 0.056 -0.368 0.30 0.07 -0.07 1.660
H 3.725 2.900 -3.299 -0.01 0.05 0.02 0.232
H 3.532 4.665 -1.584 0.02 -0.02 -0.01 0.231
H 0.115 -3.022 -0.586 -0.02 0.03 -0.03 0.212
H 7.435 3.681 -0.128 0.00 -0.01 -0.01 0.222
H 0.527 0.616 -4.566 0.03 0.00 -0.01 0.226
H 0.000 4.561 1.486 -0.02 -0.04 -0.04 0.393
H -4.149 -3.431 -0.624 0.01 0.02 0.01 0.225
H 5.785 6.131 1.906 -0.02 0.03 0.00 0.203
H 5.574 0.006 -1.376 -0.02 -0.02 -0.01 0.229
H -4.313 -1.008 -0.065 0.02 -0.03 0.02 0.230
H 6.358 4.458 1.741 -0.02 -0.03 0.02 0.180
H 4.891 -0.343 0.964 -0.01 -0.02 -0.02 0.230
H 7.640 1.960 -1.883 -0.01 0.03 -0.01 0.225
H -3.032 1.220 0.632 -0.01 -0.04 -0.02 0.207
H 2.883 0.604 -5.394 -0.03 -0.01 0.03 0.227
H 2.469 -0.382 1.555 0.01 0.05 -0.01 0.242
H 7.149 5.769 0.827 0.03 0.00 -0.02 0.176
H 1.159 4.129 2.694 -0.01 0.03 -0.02 0.399
H -1.891 -4.471 -0.864 0.00 0.01 -0.01 0.231
```
Forces are in eV/Å.

Computed properties:
Multiplicity: 1
Total charge: 0

Entry 2:
A cluster of 2 separate species, C4H8FNS in total, computed with ωB97M-V/def2-TZVPD.

Geometry as XYZ:
```
15
Properties=species:S:1:pos:R:3:forces:R:3:nbo_charge:R:1
S -3.061 -1.366 -0.211 0.19 0.15 -0.05 -0.136
F 3.175 -2.294 -0.332 -0.10 -0.06 -0.06 -0.559
N -0.849 0.171 -0.052 0.00 0.04 -0.07 -0.404
C 0.005 1.096 -0.677 0.09 0.07 0.04 -0.002
C 1.097 1.631 -0.134 -0.08 0.01 -0.11 -0.459
C -0.533 -0.251 1.301 0.00 -0.09 0.05 -0.435
C -1.929 -0.295 -0.719 -0.03 -0.04 0.04 -0.056
H 0.454 -0.725 1.316 -0.10 0.06 0.01 0.213
H -0.309 1.358 -1.684 0.05 -0.03 0.12 0.204
H -2.000 0.136 -1.720 0.02 -0.03 0.10 0.191
H 2.638 -2.852 -0.840 0.08 0.07 0.07 0.559
H -1.289 -0.963 1.631 0.09 0.11 -0.06 0.249
H -0.525 0.616 1.967 0.00 -0.08 -0.06 0.210
H 1.684 2.340 -0.711 -0.15 -0.17 0.10 0.218
H 1.441 1.398 0.866 -0.05 0.00 -0.12 0.208
```
Forces are in eV/Å.

Computed properties:
Relative energy (zero: lowest compared OMol25 entry of this formula, charge and spin), kcal per mole: 0.0
Structure (SMILES): C=CN(C)C=S.F
Multiplicity: 1
Total charge: 0

Entry 3:
A structure of composition C27H47BaCl2N4O6Si, computed with ωB97M-V/def2-TZVPD.

Geometry as XYZ:
```
88
Properties=species:S:1:pos:R:3:forces:R:3:lowdin_charge:R:1
Ba 0.854 1.122 0.580 -0.21 -1.72 -0.98 1.727
Cl -0.681 3.227 -2.956 0.00 1.08 0.02 0.252
Cl 2.057 2.480 -1.666 0.36 -0.09 0.19 -0.143
Si -0.049 5.027 -2.004 0.21 -0.04 -0.16 0.141
O -3.160 -0.879 -0.402 -1.08 1.15 2.27 -0.017
O 0.964 3.230 2.236 -1.12 0.94 0.90 -0.213
O 1.359 -1.264 2.160 -1.05 -1.23 0.28 -0.124
O -1.210 1.228 3.149 -0.29 -0.05 0.09 -0.046
O 0.217 -0.661 -1.342 2.38 1.52 1.44 -0.385
O 3.293 -0.125 -0.211 0.40 -1.05 -0.42 -0.166
N 3.261 -1.299 -2.204 0.72 -0.57 0.63 -0.174
N -1.893 0.241 1.185 -0.34 0.27 0.96 0.054
N 0.182 4.034 4.216 0.04 0.21 0.20 -0.184
N 0.461 -3.214 3.016 0.19 -0.10 0.12 -0.174
C -1.709 -4.934 -0.142 0.03 0.17 0.01 -0.112
C 0.648 -3.553 -0.747 0.20 -0.33 0.20 -0.052
C -0.252 -2.814 -3.773 -0.43 0.51 -0.03 -0.142
C -2.071 0.634 2.494 -0.08 -0.41 -1.34 -0.527
C -0.174 -3.001 -5.254 0.15 -0.29 -0.50 -0.125
C -3.470 0.225 2.997 0.38 0.18 0.35 -0.112
C 3.502 -1.146 -0.876 -0.75 0.76 -0.60 -0.331
C -0.476 -5.586 -0.058 0.16 -0.09 0.09 -0.146
C -4.140 -0.360 1.781 -0.24 -0.05 -0.17 -0.110
C 0.712 -4.894 -0.338 -0.15 0.36 0.10 -0.092
C 0.444 -2.107 2.253 0.23 1.08 -0.52 -0.309
C 3.427 -2.603 -2.831 -0.16 0.12 0.26 -0.065
C -3.032 -0.368 0.726 0.33 -0.55 -1.51 -0.473
C -1.760 -3.614 -0.588 0.00 -0.27 0.06 -0.031
C 2.807 -0.237 -3.072 -0.41 0.42 0.03 -0.089
C -1.084 4.984 -0.435 -0.05 0.19 0.07 -0.225
C -0.691 -1.575 -1.644 -2.17 -0.26 0.15 -0.507
C 1.748 5.396 -1.626 0.52 -0.35 0.42 -0.300
C 1.669 -3.618 3.710 -0.16 0.06 -0.05 -0.041
C -0.587 -2.943 -0.939 0.06 0.48 -0.65 -0.168
C 0.068 3.767 2.914 0.86 -0.76 -0.76 -0.341
C -1.206 -0.489 -3.863 -0.12 0.23 -0.20 -0.044
C -0.693 -4.100 3.126 0.13 0.13 -0.36 -0.045
C -0.733 -1.720 -3.167 0.52 -1.11 0.48 -0.225
C -0.787 4.886 4.882 0.09 0.12 -0.14 -0.049
C 1.404 3.708 4.930 -0.03 0.23 -0.02 -0.028
C -0.464 6.473 -3.150 -0.44 -0.16 -0.22 -0.232
H 1.839 6.279 -0.977 -0.31 0.09 -0.20 0.028
H 1.723 -0.337 -3.241 0.29 0.09 0.17 0.075
H 1.829 2.778 4.543 -0.12 0.19 0.06 0.096
H 2.257 4.545 -1.131 -0.37 0.86 -0.29 -0.097
H -0.441 -6.630 0.256 0.05 0.20 -0.05 0.087
H -0.813 5.803 0.248 -0.04 -0.14 -0.14 0.031
H 2.386 -2.797 3.682 -0.11 -0.11 0.01 0.086
H 2.108 -4.506 3.241 -0.04 0.09 0.02 0.091
H -0.851 -4.364 4.175 -0.03 0.12 -0.01 0.082
H -1.343 -0.667 -4.933 -0.04 0.18 0.08 0.061
H -1.465 6.387 -3.583 0.03 0.05 0.01 0.014
H 1.405 -3.865 4.741 0.17 0.03 0.05 0.081
H -1.689 -1.187 -1.321 0.77 -0.76 -0.77 0.088
H -3.363 -0.510 3.795 0.08 0.10 0.14 0.109
H 1.143 3.609 5.986 0.17 -0.13 -0.11 0.084
H 3.907 -2.077 -0.430 -0.05 0.21 0.07 0.132
H -2.146 5.078 -0.693 0.15 -0.08 0.10 0.029
H -0.487 5.945 4.843 -0.02 -0.20 0.05 0.091
H -0.939 4.032 0.093 -0.02 0.19 -0.17 0.002
H -3.995 1.089 3.397 0.06 0.11 0.18 0.105
H -4.973 0.261 1.430 0.15 -0.18 -0.07 0.116
H 2.139 4.519 4.824 -0.05 -0.22 0.02 0.098
H -2.164 -0.166 -3.429 0.22 -0.06 -0.10 0.091
H -0.502 -2.000 1.680 0.36 0.11 0.27 0.128
H -1.584 -3.595 2.735 0.21 -0.10 0.07 0.090
H 3.324 -0.322 -4.036 0.09 0.05 0.18 0.083
H -0.550 -5.022 2.549 0.03 0.20 0.11 0.073
H -2.711 -3.085 -0.674 0.28 -0.18 -0.07 0.104
H 0.078 -3.669 -3.184 -0.15 0.19 -0.01 0.089
H -0.402 7.441 -2.638 0.04 -0.19 0.08 0.025
H 1.544 -2.944 -0.944 -0.47 -0.41 0.06 0.097
H 1.685 -5.386 -0.231 -0.38 0.09 -0.03 0.094
H -0.866 4.594 5.933 -0.14 -0.03 -0.20 0.085
H -0.497 0.340 -3.714 -0.17 -0.26 0.01 0.057
H -1.099 -3.465 -5.642 0.29 0.09 -0.02 0.070
H -2.642 -5.431 0.148 0.42 0.01 -0.15 0.097
H 3.985 -3.249 -2.146 -0.05 -0.07 -0.21 0.079
H 2.451 -3.063 -3.046 0.19 0.14 0.04 0.072
H -0.909 4.059 2.490 0.26 -0.08 -0.01 0.136
H 3.968 -2.495 -3.781 0.02 -0.03 0.25 0.083
H 0.660 -3.683 -5.489 -0.24 0.21 -0.13 0.060
H -4.522 -1.369 1.948 0.02 0.04 -0.18 0.111
H 2.989 0.736 -2.587 -0.07 -0.64 -0.42 -0.048
H -0.014 -2.061 -5.802 -0.02 -0.28 0.14 0.061
H -1.755 4.788 4.385 0.07 -0.03 0.17 0.090
H 2.297 5.600 -2.554 -0.11 -0.05 0.12 0.028
H 0.253 6.505 -3.983 -0.14 -0.11 0.22 0.027
```
Forces are in eV/Å.

Computed properties:
Multiplicity: 1
Total charge: -1

| no. | HOMO level (eV) | calculated total energy (eV) |
| --- | --- | --- |
| 1 | -7.3373 | -49923.59254 |
| 2 | -8.5612 | -19319.78819 |
| 3 | -3.5442 | -80631.14518 |